[1]
7
Properties=species:S:1:pos:R:3:forces:R:3 method="wB97M-V/def2-TZVPD" e_above_lowest_kj_mol=688.5 orbital_gap_ev=12.303 multiplicity=1 charge=0 total_energy_ev=-10593.0175 e_homo_ha=-0.43937 lumo_ev=0.347 largest_force_ha_per_bohr=0.049 molar_mass_g_mol=84.02
F -1.5653 -1.0932 -0.2148 -0.1 -0.4 -0.1
C -0.7336 -0.0535 0.0670 -0.6 0.9 -0.7
O 0.4431 -0.5349 0.5963 2.5 0.4 -0.1
O 1.6267 -0.3534 -0.2707 -2.1 -1.2 0.4
F 2.0436 0.9611 -0.1509 -0.1 0.6 0.3
H -0.5897 0.5122 -0.8630 0.3 0.0 0.3
H -1.2248 0.5618 0.8362 0.2 -0.2 -0.1


[2]
12
Properties=species:S:1:pos:R:3:forces:R:3 method="wB97M-V/def2-TZVPD" e_above_lowest_kj_mol=261.6 orbital_gap_ev=10.915 multiplicity=1 charge=0 total_energy_ev=-8337.7500 e_homo_ha=-0.37548 lumo_ev=0.698 largest_force_ha_per_bohr=0.046 molar_mass_g_mol=86.09
O 2.3839 -0.7563 0.8791 0.6 1.0 0.3
C 1.9186 0.1116 0.1670 0.4 -0.3 0.7
C 0.6499 -0.2750 -0.5218 0.1 -0.6 0.3
C -0.6046 -0.2150 0.3173 0.2 0.1 0.3
C -1.8049 0.5582 0.0039 -0.1 0.3 0.0
O -1.7338 -0.8329 -0.2793 0.0 -0.1 0.0
H 2.4688 1.0505 0.0086 -0.2 0.2 0.0
H 0.9805 -1.3353 -0.3414 -1.4 0.1 -1.9
H 0.4812 0.1654 -1.5225 0.3 -0.7 0.4
H -0.4275 -0.5125 1.3501 -0.1 0.1 0.0
H -2.4884 0.8311 0.8081 0.1 0.0 -0.1
H -1.8237 1.2102 -0.8693 0.0 -0.1 0.1


[3]
26
Properties=species:S:1:pos:R:3:forces:R:3 method="wB97M-V/def2-TZVPD" e_above_lowest_kj_mol=608.4 orbital_gap_ev=8.390 multiplicity=1 charge=0 total_energy_ev=-34302.4586 e_homo_ha=-0.29895 lumo_ev=0.255 largest_force_ha_per_bohr=0.136 molar_mass_g_mol=220.36
C -4.9824 1.6922 1.6157 -2.3 -1.0 -1.0
C -3.6652 1.3552 0.8144 -0.6 -1.1 -0.5
C -1.7845 -0.4658 -0.2571 2.1 0.8 1.4
C -0.4587 -0.4960 0.2894 -2.9 0.9 -4.4
C 0.5074 -0.1766 -0.7655 -0.1 0.4 3.7
C -0.0844 0.3056 -1.9231 -0.9 -2.2 6.1
C 1.9482 -0.4050 -0.4282 2.4 -3.6 -2.3
C 2.6634 -0.4519 0.8801 -6.4 2.2 -1.5
C 4.0298 -0.5981 1.0005 2.6 2.3 -2.4
C 4.6465 -0.9491 -0.3398 -0.8 -1.1 2.5
C 3.8922 -1.5011 -1.4147 2.3 0.3 0.4
C 2.5752 -1.1615 -1.5650 -1.7 0.7 2.0
H -5.7672 1.8012 0.5760 1.7 0.3 3.9
H -5.4890 0.6060 2.2346 1.8 3.8 -1.6
H -4.8225 2.7678 2.3667 -0.9 -3.7 -2.5
H -2.8411 1.9022 1.2885 0.1 -0.3 -0.8
H -3.8465 1.4799 -0.3176 0.7 0.5 2.1
H -0.4169 -0.6623 1.3194 0.8 -0.4 1.3
H 0.3356 0.3822 -2.7795 3.0 1.0 -5.5
H 1.6668 -0.1873 1.5781 3.8 -0.4 -0.5
H 4.6770 0.0654 1.8337 -1.8 -2.7 -2.1
H 5.7252 -1.0965 -0.4551 -0.3 0.3 0.5
H 4.5226 -2.1414 -2.1009 -1.2 0.9 0.4
H 1.9046 -1.6032 -2.3586 1.0 0.9 0.8
S -3.2172 -0.5370 0.8067 -0.1 1.3 -0.4
S -1.7190 0.0750 -1.8986 -2.3 -0.2 0.5


[4]
14
Properties=species:S:1:pos:R:3:forces:R:3 method="wB97M-V/def2-TZVPD" e_above_lowest_kj_mol=145.4 orbital_gap_ev=8.542 multiplicity=1 charge=0 total_energy_ev=-33060.9712 e_homo_ha=-0.31659 lumo_ev=-0.073 largest_force_ha_per_bohr=0.099 molar_mass_g_mol=176.22
C -0.9382 -1.4142 -0.2946 1.2 2.7 -0.7
C -1.3179 -0.1163 -1.8927 3.0 2.3 0.1
C -0.0102 0.8390 0.3906 1.5 -1.0 1.9
C 1.1060 0.5860 1.4588 -0.6 -1.3 -3.3
C 0.0876 -0.3020 -0.5505 -4.0 -0.3 -3.1
O -0.9934 -2.2006 0.5479 -0.7 -2.2 1.4
O -1.6835 0.5747 -2.7889 0.3 -1.2 1.1
O -1.8866 -1.1265 -1.2730 -1.7 -1.7 0.3
S 2.6257 0.3902 0.4678 -0.2 -0.2 0.3
S 1.6568 -0.8887 -0.8971 1.5 0.1 0.0
H -0.9538 0.8432 0.9157 -0.5 0.5 -0.2
H 0.3329 1.7232 -0.0476 -0.4 1.6 -1.1
H 1.1965 1.4017 2.0675 0.4 1.9 1.8
H 0.7779 -0.3097 1.8961 0.3 -1.3 1.4


[5]
43
Properties=species:S:1:pos:R:3:forces:R:3 method="wB97M-V/def2-TZVPD" e_above_lowest_kj_mol=74.8 orbital_gap_ev=6.462 multiplicity=1 charge=+2 total_energy_ev=-93203.5592 e_homo_ha=-0.53845 lumo_ev=-8.190 largest_force_ha_per_bohr=0.037 molar_mass_g_mol=427.14
Ga 0.8846 0.1365 -2.1955 -0.2 -1.2 1.0
C -2.2880 -4.3701 -2.2390 -0.4 -0.1 0.1
C -0.8624 -4.0398 -2.3450 0.3 0.2 -0.1
N 0.1229 -4.8678 -2.2488 -0.8 -1.1 0.2
N 1.2555 -4.1869 -2.4052 0.0 1.5 -0.2
C 1.0206 -2.8867 -2.6098 -0.4 -0.4 0.1
S 2.1918 -1.6844 -2.9441 -0.5 1.5 0.3
N -0.3436 -2.7624 -2.5785 0.9 -0.7 0.1
N -1.0060 -1.5521 -2.7214 0.1 1.0 -0.2
H -2.3842 -5.4528 -2.1744 0.0 0.1 0.0
H -2.8393 -4.0216 -3.1124 0.0 0.0 0.0
H -2.7344 -3.9405 -1.3409 0.0 0.0 0.0
H 2.1420 -4.6840 -2.3830 -0.1 0.2 0.0
H -1.3504 -1.4163 -3.6821 0.2 -0.3 0.3
H -1.8127 -1.5025 -2.0912 0.3 0.0 0.0
O 0.1703 0.1371 -0.2923 0.1 -0.3 -1.0
C 0.2717 1.5297 0.2722 -0.1 0.8 0.5
C 0.3203 2.4836 -0.9320 -0.3 0.2 0.5
O 0.1163 3.6474 -0.8764 0.1 -0.2 0.2
O 0.6366 1.8972 -2.1040 0.4 -1.0 -1.6
C 1.5676 1.5500 1.0508 0.2 -0.1 0.0
C 2.6233 2.4018 0.7331 -0.3 -0.2 0.0
C 3.8183 2.3102 1.4288 0.1 -0.1 0.2
C 3.9770 1.3698 2.4359 -0.1 0.1 -0.1
C 2.9299 0.5140 2.7529 0.0 0.0 0.0
C 1.7331 0.6036 2.0698 0.0 0.2 -0.2
C -1.0060 1.7683 1.0445 0.0 -0.2 0.1
C -1.0002 2.1910 2.3675 0.1 0.0 -0.3
C -2.1991 2.3874 3.0303 -0.2 0.0 0.1
C -3.4054 2.1468 2.3912 0.2 0.0 0.0
C -3.4134 1.7458 1.0613 0.0 -0.1 0.0
C -2.2205 1.5560 0.3901 0.1 0.0 0.1
H 0.2546 -0.4471 0.4811 0.2 -0.2 -0.3
H 2.5073 3.1504 -0.0359 0.0 0.1 -0.1
H 4.6254 2.9835 1.1882 0.1 0.1 0.0
H 4.9035 1.3099 2.9839 0.1 0.0 0.0
H 3.0415 -0.2118 3.5415 0.0 -0.1 0.1
H 0.9100 -0.0386 2.3600 -0.1 -0.1 0.1
H -0.0632 2.3881 2.8605 0.1 0.1 0.1
H -2.1856 2.7361 4.0504 0.0 0.0 0.1
H -4.3359 2.2818 2.9194 -0.1 0.1 0.0
H -4.3502 1.5865 0.5521 -0.1 0.0 -0.1
H -2.2248 1.2516 -0.6522 -0.1 0.0 0.0


[6]
71
Properties=species:S:1:pos:R:3:forces:R:3 method="wB97M-V/def2-TZVPD" orbital_gap_ev="4.380 / 4.040" multiplicity=1 charge=+3 total_energy_ev=-74787.1282 e_homo_ha="-0.61374 / -0.61347" lumo_ev="-12.321 / -12.653" largest_force_ha_per_bohr=0.044 molar_mass_g_mol=607.54
La 0.3413 -0.9380 0.3568 -0.1 -0.2 0.8
P -0.5851 1.6219 1.8914 -0.3 0.6 0.1
P -2.5981 -0.6036 -0.0198 -0.6 0.2 -0.6
P 2.5377 1.1012 0.4359 0.7 0.6 -0.3
H 0.0818 -2.3414 -7.4674 0.4 -0.2 -0.3
C 1.1331 -2.5993 -7.3034 -0.1 0.3 -0.1
C 1.4394 -3.7356 -6.6616 0.1 -0.3 0.0
H 0.6297 -4.3923 -6.3154 0.5 0.2 -0.1
C -1.1799 3.0499 0.9047 0.2 -0.2 -0.1
C -2.0069 1.4278 3.0178 -0.2 -0.3 0.0
C 0.4834 2.5123 3.0768 0.3 0.0 0.1
C -2.5868 -1.9756 -1.2437 0.0 -0.1 0.0
C -3.9953 -1.0629 1.0664 0.2 -0.1 0.5
C -3.3424 0.7263 -1.0429 0.2 0.0 0.0
C 3.7262 0.4979 -0.8252 0.0 0.1 0.1
C 3.6835 1.3652 1.8359 -0.1 -0.2 0.1
C 2.2804 2.8243 -0.1662 -0.1 -0.2 -0.1
H 1.8845 -1.9162 -7.7154 -0.3 -0.3 0.2
H 2.4753 -4.0702 -6.5062 -0.6 0.2 -0.1
H -1.5009 3.8463 1.5899 0.1 -0.2 -0.2
H -2.0196 2.7347 0.2766 0.2 0.2 0.1
H -0.3664 3.4116 0.2640 -0.3 0.0 0.1
H -2.1672 2.3893 3.5180 -0.1 -0.2 -0.1
H -1.8014 0.6656 3.7762 -0.1 0.3 -0.3
H -2.9041 1.1478 2.4628 0.0 0.1 0.1
H -0.1297 3.2766 3.5705 0.2 -0.1 -0.1
H 1.3252 2.9996 2.5787 -0.1 0.0 0.2
H 0.8713 1.8227 3.8330 0.0 0.1 -0.1
H -3.6347 -2.2596 -1.4223 0.4 -0.1 -0.2
H -2.0404 -2.8457 -0.8474 -0.3 0.0 -0.1
H -2.1130 -1.6636 -2.1868 -0.2 0.0 0.2
H -4.9215 -0.5485 0.7680 0.3 -0.2 0.1
H -3.7336 -0.7835 2.0974 -0.3 -0.2 -0.3
H -4.1463 -2.1496 1.0251 0.0 0.3 0.1
H -4.2598 0.3229 -1.5012 0.3 0.3 0.1
H -2.6288 1.0301 -1.8235 -0.3 0.0 0.2
H -3.5924 1.5968 -0.4175 0.0 -0.3 -0.3
H 4.5603 1.2086 -0.8690 -0.1 -0.3 -0.1
H 3.2407 0.4134 -1.8034 0.3 0.1 0.2
H 4.0871 -0.4948 -0.5370 0.1 0.2 -0.1
H 4.5202 1.9876 1.4854 -0.2 -0.2 0.2
H 4.0642 0.3881 2.1681 0.0 0.3 0.0
H 3.1677 1.8554 2.6701 0.3 -0.1 -0.2
H 3.2584 3.2108 -0.4951 -0.4 0.0 0.1
H 1.8737 3.4776 0.6202 0.2 -0.2 -0.4
H 1.5830 2.8017 -1.0173 0.2 0.1 0.2
C 0.8946 -1.6493 -3.2377 0.5 -1.5 1.1
C 0.9437 -0.3012 -3.6505 -1.2 1.9 -0.4
C 0.1163 0.1137 -4.6911 0.6 0.5 0.3
C -0.5778 -0.8353 -5.4538 0.4 1.1 -0.1
C -0.6943 -2.1580 -5.0060 0.7 -1.9 0.7
C 0.1122 -2.5882 -3.9583 -0.5 -0.3 -0.5
S 1.7608 -2.1587 -1.8669 -0.2 -0.3 -1.0
H -0.0241 0.4408 -1.1525 -0.2 0.6 -0.8
H 1.5910 0.3863 -3.1040 -0.3 -0.1 -0.4
H 0.0559 1.1735 -4.9379 0.3 -0.3 -0.2
H -0.9490 -0.5695 -6.4502 -0.3 0.1 0.6
H -1.3333 -2.8587 -5.5571 0.3 0.2 0.3
H 0.2559 -3.6406 -3.6927 -0.5 0.4 -0.1
S 0.0763 -2.1377 2.8779 0.0 -0.1 0.5
C 0.1737 -1.1930 4.2967 -0.3 0.9 2.0
N 1.3007 -0.7713 4.9077 -0.6 -0.5 -1.1
C 1.0406 -0.0355 6.1450 0.4 0.7 0.2
C -0.4747 -0.1789 6.3184 -0.4 0.0 0.6
N -0.8887 -0.8047 5.0638 0.6 -1.0 -1.2
H 2.2165 -0.9205 4.4972 -0.3 0.0 0.3
H 1.3237 1.0251 6.0191 0.0 -0.5 0.1
H 1.6020 -0.4438 6.9911 -0.1 0.0 -0.3
H -0.9658 0.7967 6.4520 0.1 -0.4 0.0
H -0.7336 -0.8208 7.1747 0.1 0.2 -0.3
H -1.8163 -1.2042 4.9130 0.6 0.1 0.1


[7]
10
Properties=species:S:1:pos:R:3:forces:R:3 method="wB97M-V/def2-TZVPD" e_above_lowest_kj_mol=76.6 orbital_gap_ev=8.292 multiplicity=1 charge=0 total_energy_ev=-21053.9395 e_homo_ha=-0.35070 lumo_ev=-1.251 largest_force_ha_per_bohr=0.114 molar_mass_g_mol=130.13
O -2.3219 -0.6205 0.0238 -3.2 -0.2 0.7
C -1.1917 -0.3248 0.0055 -0.1 3.5 -1.2
N -0.6409 1.0143 -0.1114 -1.6 0.2 1.1
C 0.7481 0.9974 -0.1146 -0.7 0.9 1.2
O 1.5227 1.9270 0.0071 -1.3 -1.5 -0.5
C 1.0306 -0.5108 -0.0824 0.7 0.9 -0.5
S 2.5806 -0.8749 0.0058 0.2 -1.4 0.0
N -0.2026 -1.1629 -0.1161 5.0 -3.1 0.4
H -1.2362 1.7407 0.3410 1.0 -0.5 -0.9
H -0.2888 -2.1854 0.0411 -0.1 1.2 -0.3


[8]
121
Properties=species:S:1:pos:R:3:forces:R:3 method="wB97M-V/def2-TZVPD" orbital_gap_ev=2.153 multiplicity=1 charge=+1 total_energy_ev=-100900.8561 e_homo_ha=-0.40786 lumo_ev=-8.946 largest_force_ha_per_bohr=0.122 molar_mass_g_mol=1039.20
In 13.6730 14.4546 14.7837 0.4 -1.1 -0.2
O 22.3542 17.0734 14.9343 -2.1 -2.1 0.1
C 21.6872 16.0760 15.1744 2.6 1.3 0.2
O 20.5609 15.6498 14.6096 -0.6 0.3 -0.6
B 20.0421 14.4906 15.3179 2.0 -0.2 1.5
O 21.0830 14.1599 16.3535 -1.0 -0.2 -0.8
C 22.0656 15.0086 16.2343 4.3 1.0 3.3
O 23.1056 15.0430 16.9536 -3.9 -0.2 -3.0
O 19.7910 13.2921 14.5118 0.4 0.6 0.0
C 18.5290 13.0152 14.5635 -0.6 0.0 -0.8
O 17.9711 12.1764 13.9148 -0.5 -0.4 0.0
C 17.8257 14.0636 15.4678 0.3 -0.2 0.0
O 18.7661 14.8141 16.0005 -1.2 -0.2 -0.5
O 16.6271 14.1625 15.6049 -0.1 0.3 0.1
O 7.7019 8.6219 11.7475 2.6 0.3 2.6
C 8.6208 8.6846 12.5877 -3.5 -1.9 -4.9
O 8.8545 9.6863 13.3629 2.0 0.5 2.2
B 10.0359 9.2511 14.2154 -0.3 -0.9 -1.0
O 10.4876 7.9339 13.6829 0.8 1.5 1.6
C 9.6807 7.5582 12.7349 -1.7 -2.7 -2.5
O 9.6799 6.5094 12.0838 0.4 3.0 2.0
O 9.7292 9.2450 15.6462 -0.3 -0.5 -1.3
C 10.2221 10.3164 16.1664 0.2 0.8 3.5
O 10.0315 10.6794 17.3102 0.4 0.2 -1.4
C 11.1826 10.9671 15.1436 1.4 5.6 2.4
O 11.1358 10.3063 14.1145 0.0 -2.2 -3.5
O 11.7889 12.0887 15.2939 -1.4 -2.7 0.5
C 16.2157 17.3570 15.2932 0.6 -1.1 2.0
C 15.4865 17.3254 16.7066 -0.3 0.3 -1.5
O 15.1276 16.0139 17.1307 -0.4 0.2 -0.7
O 15.4848 16.7391 14.2615 -0.5 -1.1 0.6
H 17.0910 16.7335 15.4751 0.3 0.0 -0.3
H 16.5505 18.3639 15.0441 -0.4 0.1 0.0
H 14.5589 17.8649 16.5154 0.0 0.3 0.5
H 16.1289 17.7586 17.4732 0.0 0.4 -0.3
H 15.3679 15.9516 18.0581 0.1 -0.5 0.0
H 15.3341 17.3525 13.5385 -0.6 0.4 -0.4
C 11.5869 17.2862 16.7340 -0.9 -2.7 0.2
C 11.6869 15.9372 17.6210 -1.1 1.6 0.3
O 11.5538 14.7552 16.8536 1.7 0.5 -0.8
O 12.4426 17.1753 15.5834 0.2 0.1 0.8
H 11.6643 18.2516 17.2342 0.6 -0.3 0.5
H 10.5681 17.2567 16.3474 -0.3 0.1 0.0
H 10.8156 15.8643 18.2719 -0.1 1.0 0.2
H 12.5223 15.9438 18.3211 0.5 -0.2 -0.6
H 10.7649 14.2842 17.1321 0.1 -0.4 -0.3
H 12.0714 17.8730 15.0385 0.5 0.0 -0.8
C 13.5108 18.4054 11.5217 -1.2 -0.7 1.1
C 12.4937 17.2746 12.0045 1.5 1.6 -0.8
O 13.1509 16.0419 12.2062 0.4 -0.4 0.3
O 14.2756 18.8982 12.6525 -0.3 -0.8 -0.9
H 12.9501 19.2075 11.0415 -0.2 0.2 0.3
H 14.1032 17.9945 10.7042 0.5 -0.2 0.3
H 11.8259 17.1409 11.1535 -0.6 0.3 0.4
H 12.0125 17.5087 12.9541 -0.2 0.3 -0.4
H 13.1961 15.6677 11.3233 0.3 -0.6 0.2
H 14.9106 19.5281 12.3039 0.2 0.2 0.0
C 9.7285 14.3439 13.4657 -0.5 -1.8 0.8
C 10.4841 13.8851 12.2374 -0.2 1.1 1.0
O 11.7341 13.3002 12.6009 -0.2 0.4 -0.4
O 10.3910 15.2717 14.2948 1.0 1.0 -0.8
H 9.6691 13.4541 14.0925 -0.6 -0.4 -0.1
H 8.7258 14.6599 13.1779 0.0 0.2 0.0
H 10.6088 14.7816 11.6301 0.3 -0.2 -0.6
H 9.8874 13.1058 11.7635 -0.3 0.4 -0.2
H 11.7531 12.5441 12.0097 0.8 -0.4 0.3
H 9.7598 15.6936 14.8824 0.0 -0.1 0.0
C 15.5637 11.1569 15.9129 -0.6 -0.7 0.6
C 14.7639 11.3946 17.2090 0.1 -0.1 -1.6
O 14.2319 12.6882 17.1891 0.6 1.7 -1.4
O 14.7438 11.4328 14.7743 0.0 0.2 0.1
H 15.7774 10.0881 15.9035 0.3 -0.1 0.1
H 16.5094 11.6896 15.8138 -0.3 0.1 0.3
H 15.4341 11.2126 18.0492 -0.1 0.1 0.3
H 13.8575 10.7895 17.2288 0.4 -1.0 0.0
H 13.9512 12.9020 18.0819 -0.2 0.6 1.2
H 14.8112 10.6342 14.2460 -0.3 0.2 -0.3
C 18.1409 15.8303 11.6212 -0.3 0.7 0.9
C 18.4591 17.3098 11.8086 2.4 -2.0 0.7
O 18.1123 17.9910 10.6643 -1.0 0.9 -1.0
O 16.7248 15.7366 11.6062 -0.4 -0.9 -0.4
H 18.5397 15.1656 12.3874 -0.2 0.3 0.4
H 18.6171 15.4763 10.7068 -0.2 0.0 -0.4
H 19.5471 17.2837 11.8696 0.4 0.5 0.6
H 18.0750 17.7420 12.7326 -0.3 0.0 -0.3
H 18.7316 17.6752 10.0023 0.0 0.3 -0.4
H 16.4568 16.1468 10.7807 -0.2 0.2 -0.1
C 11.6113 12.7415 19.4779 -0.2 -0.6 1.1
C 12.8139 12.4889 20.4733 -4.2 -0.4 -1.6
C 13.0912 11.0064 20.5667 -0.8 -0.4 0.5
O 14.1258 10.6772 21.4599 1.1 -0.1 -0.1
C 13.8100 10.7557 22.8360 -0.6 0.0 0.2
N 13.9079 13.1668 19.9357 2.1 0.2 0.3
H 11.3344 13.7926 19.3978 0.3 0.2 0.3
H 10.7095 12.2246 19.8059 0.0 -0.1 0.0
H 11.8111 12.3915 18.4651 0.3 -0.2 0.1
H 12.5559 12.7909 21.4884 -0.2 0.4 0.1
H 13.3390 10.5448 19.6108 0.0 0.2 -0.1
H 12.1471 10.5954 20.9241 -0.1 -0.5 -0.1
H 13.0098 10.0628 23.0963 -0.4 0.1 -0.2
H 13.5207 11.7779 23.0801 -0.1 0.0 0.4
H 14.6227 10.4438 23.4920 0.4 0.2 -0.6
H 13.8921 14.1456 20.1842 0.0 0.2 0.1
H 14.5275 12.7001 20.5826 2.2 0.7 -0.4
C 14.0391 11.4483 11.2746 0.4 -0.9 -1.1
C 15.3578 12.0954 11.6429 -1.1 -0.1 1.1
C 16.4557 12.1348 10.5668 -0.7 0.0 1.1
O 15.9723 12.9838 9.5928 -0.4 0.3 -1.3
C 16.8326 13.2063 8.5015 0.4 0.8 -0.4
N 14.9759 13.4966 12.0570 1.4 -1.2 0.4
H 13.6045 11.9353 10.4017 -0.4 0.3 0.2
H 13.3760 11.3967 12.1382 0.0 0.2 -0.1
H 14.2051 10.4282 10.9281 0.0 -0.2 0.1
H 15.7478 11.4728 12.4482 0.3 0.7 0.4
H 16.5778 11.0847 10.3010 0.2 -0.1 -0.6
H 17.4045 12.5176 10.9428 0.2 -0.1 0.4
H 16.4532 14.0477 7.9216 -0.4 -0.2 0.0
H 16.9598 12.3566 7.8307 -0.1 -0.2 0.2
H 17.8132 13.5624 8.8170 0.3 -0.3 0.4
H 14.5155 13.8524 11.2314 -0.7 0.3 0.1
H 15.8671 13.9700 12.0142 0.3 1.1 0.8


Q: Which value of charge does entry 5 give?
A: +2


Q: Which of these has the highest charge?
A: C20H43LaN2P3S2


Q: Which of these has the highest charge?
A: C20H43LaN2P3S2


Q: Look up the charge of the first one.
A: 0